Entry 1:
This record from the Open Molecules 2025 dataset describes C31H30N2O4PdS as an isolated structure at a distorted geometry. The level of theory is ωB97M-V/def2-TZVPD.

Values from the calculation:
Net charge ... 0
Gap between HOMO and LUMO (alpha / beta) ... 6.001 / 5.886 eV
Max |F| ... 5.313 eV Å⁻¹
E ... -58116.606 eV

```
69
Properties=species:S:1:pos:R:3:forces:R:3:lowdin_charge:R:1
Pd 0.0857 0.1554 -0.3061 -4.067 3.419 -0.070 1.0061
O 0.8016 2.0732 -0.9168 0.975 -1.766 -0.047 -0.1573
C 0.3835 3.2558 -0.6311 -0.904 0.457 0.379 -0.3606
C 1.2980 4.3412 -0.5872 0.105 -0.180 -0.104 -0.0183
C 0.8909 5.6285 -0.3397 -0.075 -0.085 -0.015 -0.0918
C -0.4538 5.9331 -0.1237 -0.094 0.150 0.016 -0.1104
C -1.3680 4.9135 -0.1383 0.023 -0.170 -0.028 -0.0589
C -0.9898 3.5779 -0.3696 0.809 0.175 0.091 -0.1542
C -2.0014 2.5873 -0.2528 -0.062 -0.561 -0.139 -0.0586
N -1.8535 1.3075 -0.3613 2.220 -0.475 0.676 -0.0295
N -2.9546 0.5462 -0.2127 -1.109 -0.552 -0.284 0.0471
C -2.7557 -0.7259 0.0011 0.616 1.364 -0.077 -0.4534
O -1.5944 -1.2637 0.1264 0.734 0.093 -0.052 -0.2252
C -3.9726 -1.5556 0.0954 -0.271 -0.237 0.206 -0.1544
C -3.8822 -2.9368 0.2414 0.167 0.230 0.050 -0.0464
C -5.0335 -3.6966 0.3446 -0.071 -0.150 0.035 -0.0824
C -6.2772 -3.0874 0.3227 -0.020 -0.102 -0.029 -0.0908
C -6.3714 -1.7133 0.1781 -0.027 0.048 -0.001 -0.0797
C -5.2278 -0.9498 0.0527 0.048 -0.090 0.032 -0.0253
H 2.3427 4.1287 -0.7586 0.074 -0.117 -0.019 0.1079
H 1.6180 6.4261 -0.2972 0.152 0.020 -0.054 0.1008
H -0.7614 6.9522 0.0615 -0.031 0.015 0.016 0.0956
H -2.4137 5.1241 0.0382 -0.116 0.013 0.042 0.1065
H -3.0025 2.9484 -0.0034 0.046 -0.278 -0.238 0.1350
H -2.9024 -3.3933 0.2815 0.023 -0.028 0.017 0.1005
H -4.9647 -4.7680 0.4611 0.032 -0.105 0.000 0.1014
H -7.1739 -3.6815 0.4165 -0.073 -0.076 0.022 0.0996
H -7.3395 -1.2362 0.1765 -0.102 0.053 -0.050 0.1012
H -5.2807 0.1188 -0.0695 -0.021 0.103 0.010 0.1035
C 3.9999 -0.4839 0.4675 -0.291 0.291 -0.272 -0.0074
C 2.7653 -0.7553 1.2829 0.100 0.018 0.091 -0.4864
C 2.7928 -2.0130 2.1115 -0.147 0.191 0.130 -0.0070
O 1.8169 0.0101 1.3046 0.506 -0.421 0.151 -0.0134
H 4.3306 -1.3781 -0.0590 -0.001 -0.091 0.023 0.0742
H 4.8002 -0.1915 1.1481 0.064 0.000 0.063 0.0957
H 3.8132 0.3239 -0.2386 0.027 0.002 0.023 0.0905
H 3.7948 -2.4207 2.2138 0.049 -0.025 -0.038 0.0810
H 2.1475 -2.7451 1.6292 -0.043 -0.051 -0.096 0.0794
H 2.3751 -1.8027 3.0916 -0.081 -0.007 0.106 0.0906
O 0.8701 -1.9908 -0.5900 0.909 0.431 0.669 -0.6064
S -0.1986 -2.8883 -1.1129 0.285 -1.658 -1.749 1.0020
C -0.4846 -2.2175 -2.8162 -0.093 0.039 0.592 -0.2330
C -1.3744 -3.1339 -3.5805 -0.202 -0.196 -0.108 -0.2803
C -2.6474 -3.4310 -3.1001 0.040 0.028 -0.054 -0.0350
C -3.4585 -4.3346 -3.7640 -0.105 -0.022 -0.010 -0.0673
C -3.0122 -4.9542 -4.9201 0.002 -0.057 0.018 -0.0863
C -1.7465 -4.6672 -5.4017 -0.022 -0.021 -0.119 -0.0785
C -0.9367 -3.7592 -4.7421 0.056 0.072 0.000 -0.0522
C 0.7833 -4.4053 -1.6280 -0.442 0.519 0.195 -0.2322
C 1.9097 -4.1403 -2.5630 0.130 0.012 -0.079 -0.2846
C 2.0180 -4.8260 -3.7695 0.002 0.022 0.164 -0.0608
C 3.0649 -4.5620 -4.6347 0.002 -0.009 -0.067 -0.0812
C 3.9976 -3.5882 -4.3209 0.042 -0.012 -0.054 -0.0862
C 3.8989 -2.9037 -3.1209 0.069 0.000 -0.054 -0.0699
C 2.8734 -3.1889 -2.2393 0.102 0.006 0.021 -0.0488
H 0.5033 -2.1076 -3.2666 -0.059 0.074 0.065 0.0995
H -0.9291 -1.2279 -2.6378 0.099 -0.216 -0.012 0.0955
H -3.0068 -2.9463 -2.2055 -0.063 0.068 0.124 0.0921
H -4.4437 -4.5546 -3.3796 -0.084 0.018 0.052 0.1056
H -3.6456 -5.6539 -5.4466 -0.038 -0.050 0.005 0.1019
H -1.3892 -5.1530 -6.2978 0.033 -0.002 -0.103 0.1036
H 0.0429 -3.5314 -5.1360 0.098 0.029 0.001 0.1085
H 0.0655 -5.1109 -2.0409 -0.095 -0.065 0.015 0.0941
H 1.1396 -4.7835 -0.6698 -0.064 -0.026 0.090 0.0957
H 1.2808 -5.5699 -4.0342 -0.095 -0.086 0.022 0.1120
H 3.1453 -5.1182 -5.5564 0.019 -0.019 -0.119 0.1034
H 4.7991 -3.3666 -5.0074 0.121 0.015 -0.081 0.1007
H 4.6270 -2.1464 -2.8723 0.083 0.085 0.035 0.1019
H 2.7804 -2.6496 -1.3095 0.105 -0.054 -0.023 0.0811
```
Positions in Å, forces in eV/Å.



Entry 2:
This record from the Open Molecules 2025 dataset describes C31H31B12Br6CdN3O4S3 as an isolated structure. The level of theory is ωB97M-V/def2-TZVPD.

Values from the calculation:
Net charge ... 0
Gap between HOMO and LUMO (alpha / beta) ... 5.678 / 5.680 eV
Max |F| ... 0.924 eV Å⁻¹
Relative energy (zero: lowest compared OMol25 entry of this formula, charge and spin) ... 0.0 kJ/mol
E ... -510757.816 eV

```
91
Properties=species:S:1:pos:R:3:forces:R:3:lowdin_charge:R:1
Cd 0.0861 -0.6551 -0.5698 0.505 0.049 0.092 1.2397
Br 2.4591 0.5378 -2.0959 0.019 -0.066 -0.036 0.7533
B 1.6969 1.6616 -3.5075 -0.065 0.118 -0.057 -0.8783
B 2.0291 1.3790 -5.2410 0.197 -0.182 -0.131 -0.2409
C 0.5937 2.0189 -5.9618 0.301 0.453 0.747 0.1470
B 0.3522 1.0758 -4.5410 -0.061 -0.251 0.041 -0.2519
B -0.7024 2.5221 -4.9410 -0.303 0.038 -0.053 -0.2480
B 0.3090 3.7332 -5.8926 -0.055 0.227 -0.195 -0.2386
B 2.0145 3.0300 -6.0730 0.146 0.052 -0.266 -0.2386
B 2.7202 2.8423 -4.4338 -0.086 0.010 -0.033 -0.9109
Br 4.6275 3.0128 -4.1137 0.001 0.003 0.041 0.8437
B 1.6640 4.2931 -4.8312 -0.025 -0.188 -0.080 -0.9107
Br 2.3943 6.0807 -4.9858 0.019 0.023 0.054 0.8496
B 0.0044 3.9823 -4.1401 0.056 -0.111 -0.043 -0.9125
Br -1.1351 5.4076 -3.4758 0.025 0.031 0.027 0.8387
B 0.0479 2.3642 -3.3272 0.008 -0.020 -0.002 -0.8871
Br -1.0266 2.0519 -1.7200 -0.007 0.048 0.020 0.8376
B 1.4921 3.4402 -3.2572 -0.099 -0.100 -0.030 -0.9610
Br 2.0211 4.2388 -1.5648 0.009 0.060 -0.004 0.8376
H 2.6565 0.4944 -5.7071 -0.013 -0.018 0.022 0.1534
H 0.9201 2.5349 -5.0444 -0.056 -0.066 0.020 0.0679
H -0.0989 -0.0163 -4.5310 -0.013 0.007 0.004 0.1548
H -1.8433 2.3695 -5.2037 0.000 -0.006 0.008 0.1536
H -0.1649 4.3538 -6.7773 -0.020 -0.029 -0.008 0.1529
H 2.6160 3.1869 -7.0758 -0.015 -0.006 -0.008 0.1530
S 3.9853 -0.4026 0.9934 0.051 0.037 -0.181 0.7634
C 3.9104 0.9498 1.9007 0.039 0.077 0.059 -0.7155
C 5.0114 1.2923 2.7867 -0.046 0.005 -0.009 -0.1269
C 5.0243 2.4344 3.4921 0.005 -0.006 0.009 -0.0560
C 3.9407 3.3852 3.3925 -0.025 0.021 -0.019 -0.0555
C 2.8768 3.1366 2.6133 0.014 -0.023 0.048 -0.1339
C 2.7516 1.8967 1.8605 0.094 0.024 -0.169 -0.6869
S 1.3862 1.6590 1.0000 -0.087 -0.046 0.158 0.7460
H 5.8322 0.5907 2.8380 -0.006 -0.011 -0.019 0.0978
H 5.8650 2.6628 4.1343 0.001 0.008 -0.001 0.1110
H 4.0012 4.3126 3.9469 0.010 -0.001 -0.004 0.1115
H 2.0704 3.8511 2.5167 -0.012 -0.013 -0.011 0.1024
O -2.7656 -2.0656 -0.6899 -0.020 -0.015 0.002 0.0733
B -1.5936 -1.7494 -1.4003 -0.307 -0.114 -0.137 -0.5959
O -1.6772 -2.2760 -2.6885 -0.020 -0.004 0.000 0.1045
C -2.8894 -2.9108 -2.7688 0.020 -0.002 -0.027 -0.2113
C -3.4426 -3.5819 -3.8347 -0.021 -0.008 0.005 0.0135
C -4.7079 -4.1340 -3.6371 0.008 0.000 0.000 -0.0904
C -5.3723 -4.0087 -2.4220 0.005 0.003 0.002 -0.0959
C -4.7987 -3.3245 -1.3501 -0.010 -0.012 -0.018 -0.0048
C -3.5498 -2.7857 -1.5584 0.000 0.000 0.035 -0.2204
H -2.9182 -3.6697 -4.7759 0.004 0.002 -0.002 0.1220
H -5.1831 -4.6690 -4.4484 -0.003 -0.001 -0.001 0.1002
H -6.3546 -4.4469 -2.3058 -0.001 -0.003 -0.002 0.0983
H -5.3106 -3.2186 -0.4029 0.001 0.001 0.006 0.1112
S 2.0989 -2.8427 -1.1158 -0.015 0.133 0.206 0.5787
C 1.4985 -3.6721 0.1972 -0.044 -0.043 0.003 -0.8593
N 2.3714 -4.2902 1.0676 0.024 -0.010 -0.050 0.0726
C 1.9784 -5.0401 2.1160 -0.017 0.007 0.045 -0.0648
C 0.6537 -5.1912 2.3634 0.020 0.053 0.020 -0.0397
C -0.2175 -4.5024 1.4900 -0.024 0.030 0.034 -0.1029
N 0.1691 -3.7870 0.4700 0.000 -0.018 -0.048 0.0758
H 3.3520 -4.1562 0.8622 0.009 -0.012 0.007 0.1375
H 2.7611 -5.4818 2.7162 0.011 0.002 -0.010 0.1352
H 0.2941 -5.7759 3.1938 -0.008 -0.009 0.009 0.1077
H -1.2910 -4.5493 1.6500 -0.005 -0.003 0.005 0.1232
C -0.4743 2.0440 4.5189 0.015 -0.016 0.016 -0.0454
O -1.3647 1.0586 4.0187 0.022 -0.134 0.054 -0.0769
C -2.0311 1.3281 2.8746 -0.076 -0.073 -0.045 -0.2318
C -1.9740 2.5470 2.2077 -0.012 -0.009 0.005 -0.0215
C -2.7452 2.7636 1.0775 -0.016 -0.005 -0.017 -0.1094
C -3.5852 1.7709 0.5952 0.004 0.008 -0.006 -0.1041
C -3.6346 0.5513 1.2448 0.018 -0.038 -0.008 -0.0157
C -2.8575 0.3159 2.3684 0.076 0.040 -0.002 -0.1645
N -3.0434 -0.9223 3.0470 0.152 -0.062 0.066 0.1447
C -2.2374 -1.7015 3.7567 -0.070 0.146 -0.110 0.0036
C -0.8459 -1.7785 3.8323 -0.034 0.042 0.041 -0.1498
C -0.2946 -2.4542 4.9627 -0.006 -0.013 0.007 -0.0497
C 1.0471 -2.5522 5.1514 0.005 -0.005 -0.042 -0.0968
C 1.9172 -2.0087 4.1640 -0.031 -0.043 0.023 -0.0660
C 1.4393 -1.4145 3.0393 -0.073 0.047 -0.032 -0.0381
C 0.0285 -1.2683 2.8029 0.001 -0.172 -0.003 -0.3827
O -0.4295 -0.7998 1.7318 0.003 0.180 -0.092 -0.1634
H -0.0086 1.6050 5.3977 -0.015 0.007 -0.011 0.1003
H -1.0105 2.9529 4.8021 0.001 -0.007 0.003 0.1007
H 0.2937 2.2833 3.7811 0.015 0.008 -0.017 0.0663
H -1.3307 3.3338 2.5725 0.012 -0.008 -0.022 0.1079
H -2.6770 3.7134 0.5646 -0.004 0.007 -0.001 0.1103
H -4.1809 1.9372 -0.2911 0.005 0.002 -0.011 0.1105
H -4.2612 -0.2463 0.8656 0.011 -0.022 -0.020 0.1161
H -4.0073 -1.2205 3.0398 -0.026 0.043 0.083 0.1582
H -2.7893 -2.3998 4.3803 -0.005 -0.016 -0.010 0.1411
H -0.9785 -2.8621 5.6996 -0.001 -0.004 0.001 0.1132
H 1.4510 -3.0368 6.0291 0.003 0.004 0.004 0.0982
H 2.9902 -2.0862 4.3046 0.006 -0.004 0.000 0.1099
H 2.1003 -1.0325 2.2700 -0.094 -0.034 0.070 0.0046
```
Positions in Å, forces in eV/Å.